C17H43N2O3 | wB97M-V/def2-TZVPD

Summary:
Spin multiplicity: 1
Relative energy (zero: lowest compared OMol25 entry of this formula, charge and spin) (kcal per mole): 39.50
Charge: +1
DFT total energy (Eh): -1008.36826
Gap between HOMO and LUMO (eV): 8.176

Cartesian coordinates (Å):
N  5.370  3.825  -0.786
C  3.890  3.666  -0.516
C  3.039  5.003  -0.933
C  1.575  4.715  -1.612
N  0.851  3.494  -1.090
C  1.703  2.252  -0.948
C  3.261  2.419  -1.436
H  5.562  4.162  -1.762
H  5.755  2.842  -0.766
H  3.750  3.327  0.607
H  3.002  5.747  -0.001
H  3.683  5.579  -1.755
H  0.872  5.647  -1.362
H  1.623  4.696  -2.805
H  0.095  3.264  -1.803
H  0.383  3.641  -0.145
H  1.274  1.307  -1.535
H  1.731  1.919  0.198
H  3.835  1.415  -1.161
H  3.357  2.644  -2.586
C  1.041  -1.716  -0.101
C  0.311  -0.947  0.986
O  -0.949  -0.425  0.565
C  -1.916  -1.378  0.133
C  -2.293  -2.388  1.202
H  1.196  -1.083  -0.981
H  2.016  -2.058  0.263
H  0.479  -2.595  -0.426
H  0.922  -0.087  1.281
H  0.185  -1.557  1.888
H  -1.574  -1.876  -0.779
H  -2.812  -0.810  -0.145
H  -1.438  -2.994  1.511
H  -3.068  -3.066  0.831
H  -2.671  -1.878  2.096
C  3.578  -6.251  0.422
C  2.848  -5.482  1.509
O  1.588  -4.959  1.088
C  0.621  -5.913  0.655
C  0.243  -6.922  1.725
H  3.733  -5.618  -0.458
H  4.553  -6.592  0.785
H  3.016  -7.129  0.096
H  3.459  -4.622  1.803
H  2.722  -6.092  2.410
H  0.962  -6.410  -0.257
H  -0.275  -5.345  0.378
H  1.099  -7.529  2.033
H  -0.531  -7.601  1.354
H  -0.134  -6.412  2.618
C  -5.968  4.457  -0.523
C  -5.663  3.570  0.671
O  -5.515  2.192  0.332
C  -4.472  1.875  -0.586
C  -3.090  2.267  -0.094
H  -6.877  4.117  -1.031
H  -6.113  5.494  -0.201
H  -5.160  4.445  -1.258
H  -6.499  3.630  1.377
H  -4.778  3.924  1.212
H  -4.684  2.315  -1.565
H  -4.499  0.787  -0.727
H  -3.001  3.347  0.052
H  -2.326  1.963  -0.817
H  -2.875  1.788  0.868

Force components x, y, z for each atom (eV/Å):
-0.996 -1.129 -0.489
-0.602 -1.177 -1.418
1.126 0.567 0.213
0.305 3.033 -0.444
-1.025 -0.738 -0.351
2.130 -3.568 0.387
-0.296 0.655 1.169
-0.542 -0.365 1.207
-0.288 1.531 0.114
0.234 0.993 -2.211
-0.279 -1.698 -2.103
-1.506 -1.273 1.732
1.514 -2.107 -0.576
0.005 -0.430 2.804
0.879 0.455 1.380
0.607 0.133 -1.622
0.387 2.415 1.276
-0.189 0.949 -2.545
-1.394 2.110 -0.716
-0.202 -0.467 2.255
0.010 -0.077 -0.062
-0.130 -0.163 -0.055
0.181 0.352 -0.043
-0.194 -0.075 0.054
0.078 -0.060 0.190
0.004 -0.011 0.040
-0.185 -0.003 -0.048
0.154 0.006 0.108
-0.241 0.061 0.015
0.050 -0.034 -0.118
0.055 -0.089 0.014
0.297 0.096 0.090
-0.064 -0.037 -0.086
0.096 0.135 0.035
0.002 -0.062 -0.168
-0.009 -0.068 -0.152
-0.038 -0.027 -0.027
0.007 0.194 0.001
-0.052 0.015 0.083
0.048 -0.075 0.176
0.016 -0.055 0.136
-0.142 0.072 -0.042
0.081 -0.010 0.079
-0.277 0.015 -0.057
0.007 -0.045 -0.084
0.041 -0.090 0.016
0.269 0.100 0.070
-0.095 -0.021 -0.089
0.099 0.118 0.039
0.012 -0.059 -0.155
-0.042 0.011 -0.155
-0.071 -0.048 -0.051
0.179 -0.075 -0.047
-0.275 -0.014 0.127
0.174 0.167 0.270
0.113 0.069 0.119
-0.002 -0.161 -0.026
0.016 0.080 0.038
0.156 -0.259 -0.118
0.026 0.033 -0.056
0.057 0.085 -0.039
-0.189 0.224 0.150
-0.053 0.038 -0.068
-0.063 -0.139 0.036
0.028 -0.006 -0.202